# 1
Computed, not measured: the molecule C4H7NO2, with ωB97M-V/def2-TZVPD.

HOMO (eV): -9.98
DFT total energy (hartree): -361.8275
SMILES string: NC(=O)C[C@H]1CO1
Spin multiplicity: 1
Energy above the lowest of the compared OMol25 structures with the same formula, charge and spin (eV): 1.452

Each line ends with the Löwdin charge.
Atoms and positions in Å:
N 1.837 0.684 1.372  0.15
C 0.538 0.379 1.090  -0.54
O -0.391 1.006 1.567  0.06
C 0.316 -0.807 0.163  -0.06
C -1.009 -0.699 -0.569  -0.30
C -1.386 0.424 -1.423  -0.11
O -0.971 -0.814 -1.985  -0.04
H 2.004 1.543 1.875  0.11
H 2.615 0.243 0.911  0.10
H 0.308 -1.718 0.776  0.13
H 1.132 -0.923 -0.559  0.13
H -1.832 -1.239 -0.103  0.15
H -0.716 1.271 -1.574  0.12
H -2.446 0.650 -1.541  0.11



# 2
Computed, not measured: the molecule C4H7NO2 in a non-equilibrium geometry, with ωB97M-V/def2-TZVPD.

HOMO (eV): -9.29
DFT total energy (hartree): -361.7965
SMILES string: C=N[C@@H](C)C(=O)O
Spin multiplicity: 1
Energy above the lowest of the compared OMol25 structures with the same formula, charge and spin (eV): 2.296

Each line ends with the Löwdin charge.
Atoms and positions in Å:
C 1.530 1.534 -0.164  -0.08
N 0.852 1.056 0.773  0.03
C -0.245 -0.116 0.603  -0.28
C -1.462 0.443 -0.126  -0.03
C 0.456 -1.152 -0.157  -0.39
O 1.244 -1.223 -1.031  0.16
O -0.479 -2.287 0.264  -0.02
H 1.552 1.184 -1.202  0.08
H 2.232 2.331 0.071  0.07
H -0.425 -0.389 1.642  0.14
H -1.733 1.393 0.331  0.08
H -1.246 0.616 -1.178  0.09
H -2.283 -0.264 -0.041  0.08
H 0.006 -3.126 0.213  0.09



- Which of these has the highest HOMO?
  number 2